[1]
The following is a DFT calculation (wB97M-V/def2-TZVPD) of one molecule with the formula C9H18N2O.

Cartesian coordinates (Å):
1 C -0.06614 1.86499 1.91458
2 C 1.02666 1.27304 1.46025
3 C -1.23340 1.99588 1.03409
4 C 1.23129 0.76216 0.17136
5 C -0.01449 -2.32135 0.63579
6 C -2.04309 -2.05233 -0.68728
7 C 0.14088 -1.54644 -1.69706
8 C 2.32317 2.32570 -1.23370
9 C -0.67422 -1.38979 -0.43127
10 N -1.54529 0.58991 0.76151
11 N -0.81612 -0.01262 -0.20123
12 O 1.14084 1.63253 -0.97466
13 H -0.18843 2.10890 2.98271
14 H 1.75619 1.09370 2.21135
15 H -2.07537 2.15927 1.69534
16 H -1.06605 2.62589 0.21036
17 H 2.03361 0.02012 0.07845
18 H -0.00643 -3.33436 0.06750
19 H 0.95306 -2.01915 1.05834
20 H -0.56933 -2.59598 1.52387
21 H -2.65441 -1.46816 -1.36865
22 H -2.69078 -2.00131 0.23848
23 H -2.11964 -3.03631 -1.09608
24 H -0.34850 -1.05131 -2.55232
25 H 1.15876 -0.98381 -1.54847
26 H 0.38080 -2.59716 -1.92572
27 H 2.97594 2.40534 -0.39173
28 H 1.95797 3.39630 -1.41645
29 H 2.86561 2.03247 -2.12355
30 H -1.83308 0.12386 1.60417

## Properties
DFT total energy in a.u.: -538.26799
ΔE to the lowest compared entry with this formula, charge and spin in kcal per mole: 110.8
Strongest force on any atom in eV/Å: 4.14
Frontier orbital gap (spin up / spin down) in eV: 7.9 / 7.9
Lowest unoccupied orbital energy (spin up / spin down) in eV: 0.84 / 0.84
Total charge: 0
E_HOMO (spin up / spin down) in Ha: -0.2604 / -0.2605

=====

[2]
The following is a DFT calculation (wB97M-V/def2-TZVPD) of C28H83AsF6N7O10 as an isolated structure.

Cartesian coordinates (Å):
1 As 0.83963 0.35608 0.34992
2 F 0.41774 -1.24861 0.71188
3 F -0.71467 0.87697 0.94963
4 F 1.21749 1.95268 -0.05086
5 F 2.38487 -0.20298 -0.23377
6 F 0.21897 0.15708 -1.21980
7 F 1.44774 0.48668 1.95241
8 C -0.29084 3.18143 -3.05028
9 C 0.79288 3.03338 -4.19344
10 C 0.98226 4.32257 -4.85807
11 O 2.00057 4.17853 -5.83944
12 C 2.17418 5.32859 -6.71081
13 N 2.01138 2.55620 -3.49809
14 H -0.61865 2.23449 -2.69164
15 H -1.20891 3.69482 -3.35630
16 H 0.20374 3.74514 -2.24364
17 H 0.43078 2.32425 -4.89730
18 H 1.38982 4.96235 -4.08287
19 H 0.07900 4.67711 -5.23634
20 H 3.22354 5.32211 -7.07997
21 H 1.97516 6.31100 -6.13682
22 H 1.48740 5.24411 -7.52816
23 H 2.79574 2.55062 -4.14950
24 H 1.91278 1.62004 -3.11109
25 C 2.82156 -5.27588 -1.06918
26 C 2.86302 -4.04186 -2.00075
27 C 1.69587 -4.10618 -2.99804
28 O 1.88091 -5.22356 -3.81385
29 C 0.84836 -5.35194 -4.74927
30 N 2.81591 -2.90375 -1.17318
31 H 2.59262 -6.25131 -1.53915
32 H 2.11074 -5.06406 -0.23523
33 H 3.80011 -5.39399 -0.60041
34 H 3.82746 -4.05350 -2.52925
35 H 1.69254 -3.14235 -3.57370
36 H 0.66427 -4.18522 -2.55811
37 H 0.96956 -4.61468 -5.61501
38 H -0.06794 -5.25889 -4.12257
39 H 0.82055 -6.40280 -5.09849
40 H 1.96953 -2.92764 -0.57211
41 H 2.95183 -2.03021 -1.72577
42 C 4.79920 2.87895 0.26161
43 C 4.26271 3.99208 1.13408
44 C 3.17239 4.69023 0.34593
45 O 3.81490 5.47508 -0.59048
46 C 2.94726 5.93517 -1.61944
47 N 3.75937 3.49564 2.46953
48 H 4.86379 3.23445 -0.78428
49 H 4.12766 2.02363 0.39344
50 H 5.79238 2.51692 0.58820
51 H 5.03771 4.76172 1.34332
52 H 2.60509 5.25558 1.09706
53 H 2.50506 3.99655 -0.16185
54 H 2.77142 5.08601 -2.33553
55 H 3.49212 6.76161 -2.10862
56 H 2.06156 6.40033 -1.23803
57 H 3.04026 2.85588 2.27975
58 H 3.29271 4.23218 3.03251
59 C -2.48153 3.45073 -0.48140
60 C -3.51540 3.99681 0.41995
61 C -3.77938 5.52593 0.29144
62 O -2.83952 6.40396 0.95257
63 C -1.73401 6.86552 0.21381
64 N -4.76315 3.33514 -0.02144
65 H -2.48392 2.32062 -0.50086
66 H -1.48453 3.64675 -0.10998
67 H -2.70055 3.81377 -1.50152
68 H -3.29380 3.76393 1.46444
69 H -4.77700 5.66761 0.69924
70 H -3.84579 5.71756 -0.76331
71 H -1.11944 6.11410 -0.28422
72 H -1.11761 7.51569 0.88500
73 H -2.14671 7.53248 -0.54848
74 H -4.57416 2.34143 0.00824
75 H -5.58571 3.54151 0.53539
76 C -4.64244 0.24321 4.11447
77 C -3.25752 0.67888 4.66741
78 C -2.68267 1.56919 3.62634
79 O -1.37581 2.01090 4.07580
80 C -0.73902 3.04447 3.30041
81 N -3.35932 1.29213 5.95177
82 H -5.22589 1.16571 4.20128
83 H -5.11111 -0.49210 4.76793
84 H -4.55054 -0.14586 3.12290
85 H -2.59357 -0.15939 4.77959
86 H -3.33513 2.40578 3.55641
87 H -2.65150 1.04945 2.64579
88 H -0.58209 2.82362 2.23757
89 H 0.19251 3.20983 3.75043
90 H -1.31458 3.98596 3.43883
91 H -4.05508 2.03653 5.91879
92 H -2.49148 1.78397 6.13892
93 C -0.11535 -7.54778 -1.46751
94 C -1.55593 -7.29753 -1.32768
95 C -1.87859 -6.00941 -0.55232
96 O -1.40967 -4.92468 -1.35004
97 C -1.57193 -3.63265 -0.74735
98 N -2.26780 -7.35606 -2.59969
99 H 0.17806 -8.58195 -1.71248
100 H 0.27068 -7.41253 -0.46385
101 H 0.44318 -6.78271 -2.04266
102 H -1.95855 -8.06243 -0.60833
103 H -1.39861 -6.00239 0.45742
104 H -2.90116 -5.83547 -0.35112
105 H -2.58775 -3.49775 -0.34854
106 H -1.50104 -2.92636 -1.57637
107 H -0.82408 -3.43984 0.05237
108 H -3.23644 -7.15667 -2.39341
109 H -1.95393 -6.58817 -3.19355
110 C -3.75757 -3.69366 3.62547
111 C -2.54766 -4.21964 2.94778
112 C -1.36147 -3.33601 3.30345
113 O -0.20313 -3.91538 2.89802
114 C 1.07880 -3.42332 3.29243
115 N -2.35194 -5.60570 3.50244
116 H -4.62773 -4.40228 3.44934
117 H -4.08307 -2.76747 3.22791
118 H -3.66736 -3.48579 4.66328
119 H -2.63815 -4.16251 1.87033
120 H -1.29270 -3.02485 4.38773
121 H -1.46949 -2.39381 2.75200
122 H 1.09109 -2.36233 2.89153
123 H 1.78665 -4.08759 2.80468
124 H 1.10886 -3.49462 4.35877
125 H -2.26583 -5.35380 4.49179
126 H -1.48263 -6.01343 3.24835
127 O 5.25766 -1.46753 0.32705
128 H 4.42052 -1.93870 0.18818
129 H 4.95255 -0.53665 0.32567
130 O 0.44471 -0.21558 4.51522
131 H 0.94133 -0.11873 3.67628
132 H -0.26090 0.46740 4.41441
133 O 4.33047 -0.27379 -2.50021
134 H 4.41163 0.60994 -2.13934
135 H 4.71659 -0.81451 -1.77979

## Properties
DFT total energy in a.u.: -5087.34779
ΔE to the lowest compared entry with this formula, charge and spin in kcal per mole: 35.1
Strongest force on any atom in eV/Å: 3.29
Frontier orbital gap in eV: 9.1
Lowest unoccupied orbital energy in eV: 2.27
Total charge: -1
E_HOMO in Ha: -0.2522

=====

[3]
The following is a DFT calculation (wB97M-V/def2-TZVPD) of one molecule with the formula C4H6OS.

Cartesian coordinates (Å):
1 C -1.22725 -0.05185 -0.61890
2 C -0.14473 0.09467 0.44565
3 C 1.00562 -0.93380 0.35309
4 S 2.15405 0.30622 -0.37891
5 C 0.74359 1.30275 0.12127
6 O 0.43194 2.45888 0.06825
7 H -0.85462 -0.36025 -1.62784
8 H -1.84515 0.89584 -0.54227
9 H -1.86039 -0.86048 -0.20454
10 H -0.58990 0.19670 1.43942
11 H 0.81204 -1.72805 -0.37121
12 H 1.37483 -1.32062 1.31598

## Properties
DFT total energy in a.u.: -629.42593
ΔE to the lowest compared entry with this formula, charge and spin in kcal per mole: 13.3
Strongest force on any atom in eV/Å: 1.53
Frontier orbital gap in eV: 10.3
Lowest unoccupied orbital energy in eV: 0.70
Total charge: 0
SMILES: C[C@H]1CSC1=O
E_HOMO in Ha: -0.3514

=====

[4]
The following is a DFT calculation (wB97M-V/def2-TZVPD) of C22H36CrF18N3O12PS6 as an isolated structure.

Cartesian coordinates (Å):
1 Cr -1.11503 3.84645 0.13203
2 C 2.76594 -3.18635 -3.97118
3 C 3.14007 -2.04078 -2.89781
4 C 2.15610 -2.04017 -1.67747
5 C 2.12359 -3.36758 -0.90764
6 P 1.16155 -3.61754 0.61458
7 C 0.92724 -5.42717 0.85686
8 C 2.21825 -6.15079 0.70401
9 C 2.07207 -7.70475 0.79978
10 C 3.30953 -8.58740 0.60538
11 C 2.09341 -2.84514 1.97735
12 C 2.21090 -1.23306 2.10172
13 C 1.10948 -0.42812 2.78272
14 C 0.70194 -0.94959 4.20464
15 C -0.43848 -2.70959 0.28082
16 C -1.28144 -3.29406 -0.88697
17 C -2.49409 -2.42801 -1.15943
18 C -3.15595 -2.95488 -2.45982
19 H 3.15768 -3.02816 -4.97598
20 H 1.68438 -3.14195 -4.09904
21 H 3.24345 -4.15375 -3.81553
22 H 3.09753 -1.00799 -3.24368
23 H 4.14282 -2.30965 -2.56570
24 H 1.14601 -1.72003 -1.93309
25 H 2.50943 -1.25423 -1.00996
26 H 3.15931 -3.70060 -0.84063
27 H 1.61717 -4.09212 -1.54536
28 H 0.24907 -5.80373 0.09109
29 H 0.48961 -5.61073 1.83813
30 H 2.83404 -5.96329 1.58364
31 H 2.85610 -5.80122 -0.10781
32 H 1.38872 -8.11841 0.05815
33 H 1.59946 -7.86750 1.76841
34 H 4.07050 -8.07603 1.19490
35 H 3.59986 -8.54734 -0.44448
36 H 3.09446 -9.64113 0.78286
37 H 3.13370 -3.16978 2.00007
38 H 1.72740 -3.33758 2.87827
39 H 2.40693 -0.76426 1.13741
40 H 3.04948 -0.98386 2.75194
41 H 0.28216 -0.40631 2.07338
42 H 1.50968 0.58572 2.77468
43 H 0.14293 -0.22218 4.79327
44 H 1.61264 -1.23463 4.73140
45 H 0.13815 -1.86710 4.03606
46 H -0.28938 -1.66026 0.02632
47 H -1.08215 -2.61861 1.15576
48 H -1.53704 -4.29531 -0.54021
49 H -0.67538 -3.37331 -1.78948
50 H -2.17003 -1.39835 -1.31070
51 H -3.12257 -2.48905 -0.27095
52 H -3.88977 -2.27901 -2.89891
53 H -3.75545 -3.86466 -2.42828
54 H -2.37170 -3.12514 -3.19743
55 C -2.69930 2.12484 3.49304
56 F -2.86389 1.81940 4.76406
57 F -2.18923 1.04149 2.81227
58 F -3.82287 2.64427 2.91289
59 S -1.28810 3.51343 3.32739
60 O -0.95247 4.12897 4.57650
61 O -0.12646 2.71895 2.91279
62 N -1.76581 4.49791 1.97294
63 S -2.42446 5.72127 2.68804
64 O -3.45820 5.34509 3.69203
65 O -1.60308 6.81231 3.07434
66 C -3.47201 6.59715 1.31307
67 F -2.88912 6.49366 0.09143
68 F -4.72699 6.10934 1.39252
69 F -3.54560 7.88043 1.56267
70 C 2.28600 2.58283 -2.45207
71 F 2.19689 3.86063 -2.83442
72 F 1.48632 1.84335 -3.20578
73 F 3.51624 2.01484 -2.57909
74 S 1.72866 2.36046 -0.62551
75 O 0.72774 1.27653 -0.69253
76 O 2.89721 2.09151 0.16686
77 N 0.93674 3.90916 -0.20389
78 S 2.14520 4.82690 0.20462
79 O 2.55101 4.51013 1.54838
80 O 3.28879 4.98463 -0.74897
81 C 1.33799 6.56497 0.48698
82 F 2.32394 7.39268 0.83839
83 F 0.76977 6.97627 -0.64932
84 F 0.39903 6.49661 1.41036
85 C -4.92362 2.47509 -0.62285
86 F -5.59839 3.05019 -1.62841
87 F -4.96070 3.27872 0.40349
88 F -5.55868 1.34140 -0.34181
89 S -3.07115 2.06313 -1.17337
90 O -2.36078 1.71545 0.05232
91 O -3.21474 0.97419 -2.16740
92 N -2.35183 3.59777 -1.51522
93 S -2.50697 3.69335 -3.08248
94 O -1.61752 2.86800 -3.89617
95 O -3.90757 3.76857 -3.52380
96 C -1.89886 5.55163 -3.32939
97 F -1.77132 5.79288 -4.57748
98 F -2.83724 6.37321 -2.87445
99 F -0.73911 5.77627 -2.73091

## Properties
Multiplicity: 5
DFT total energy in a.u.: -7499.34423
Strongest force on any atom in eV/Å: 7.11
Frontier orbital gap (spin up / spin down) in eV: 8.7 / 9.7
Lowest unoccupied orbital energy (spin up / spin down) in eV: -1.21 / -0.43
Total charge: 0
E_HOMO (spin up / spin down) in Ha: -0.3626 / -0.3731